# 1
ORCA calculation (ωB97M-V/def2-TZVPD) on C24H28O14S3Zn as an isolated structure in a non-equilibrium geometry.

Output
Energy relative to the best compared isomer or geometry (same formula, charge and spin): 0.4556 eV
Net charge: -2
Calculated total energy: -4958.62543 Ha
Spin multiplicity: 1
Gap between HOMO and LUMO: 4.8 eV

The geometry in XYZ format:
```
70
Properties=species:S:1:pos:R:3:lowdin_charge:R:1
Zn 0.5532 -0.6278 0.3912 0.597
C 3.6646 2.6505 -2.0773 -0.026
C 4.9072 2.1280 -2.6348 -0.376
C 5.4236 0.7048 -2.1733 -0.380
O 6.5045 0.3027 -2.5877 -0.012
C 4.5615 -0.0719 -1.3070 0.000
C 3.3599 0.4489 -0.8708 -0.346
C 2.8821 1.8377 -1.2527 -0.389
O 1.7442 2.2877 -0.8808 -0.107
O 2.6232 -0.2709 -0.1031 -0.077
O 5.5196 2.6793 -3.5467 -0.029
H 3.3042 3.6198 -2.3863 0.085
H 4.9771 -0.9882 -0.9149 0.101
C 1.5372 -3.1669 3.5216 -0.005
C 1.1700 -2.4515 2.3630 -0.320
C 0.8514 -3.2581 1.0505 -0.325
O 0.6926 -2.5539 0.0117 -0.071
C 0.8994 -4.6577 1.0791 -0.013
C 1.3027 -5.3504 2.2259 -0.387
C 1.6060 -4.5633 3.4991 -0.391
O 1.9118 -5.1751 4.5455 -0.026
O 1.4131 -6.5934 2.1556 -0.020
O 1.0003 -1.2049 2.2840 -0.067
H 1.8163 -2.5901 4.3905 0.099
H 0.5096 -5.2056 0.2317 0.100
C -1.4200 0.5346 -4.9213 -0.234
C 0.1265 0.4763 -5.0665 -0.195
C 0.6938 1.2140 -3.8351 -0.187
S -0.5031 0.9032 -2.4994 0.747
O -1.0801 2.1889 -2.1336 -0.319
O -0.0237 -0.0042 -1.4832 -0.318
C -1.7265 0.0117 -3.5207 -0.215
H -1.8479 -0.0018 -5.7681 0.104
H -1.7981 1.5599 -4.9589 0.110
H 0.3923 0.9695 -5.9959 0.110
H 0.4217 -0.5615 -4.9092 0.117
H 0.6167 2.2865 -4.0204 0.108
H 1.7351 1.0559 -3.5577 0.103
H -2.7275 0.1148 -3.1187 0.089
H -1.4104 -1.0285 -3.4134 0.106
C -5.0131 -1.8327 1.9329 -0.235
C -4.3413 -3.1987 1.7267 -0.206
C -3.1426 -3.0758 0.7908 -0.187
S -2.8602 -1.2975 0.5139 0.746
O -3.4029 -0.8943 -0.7647 -0.311
O -1.4944 -0.9341 0.8369 -0.319
C -3.9674 -0.7345 1.8572 -0.208
H -5.5790 -1.7722 2.8637 0.109
H -5.7620 -1.6109 1.1660 0.110
H -5.0686 -3.9512 1.4282 0.110
H -3.9377 -3.4930 2.6964 0.116
H -3.1255 -3.6148 -0.1536 0.111
H -2.2614 -3.4388 1.3238 0.103
H -4.3153 0.2767 1.6690 0.105
H -3.3025 -0.6951 2.7224 0.111
C -0.0461 4.8301 1.9951 -0.220
C 0.9093 4.1113 2.9207 -0.222
C 0.4565 2.6602 3.1637 -0.167
S -0.5218 2.2489 1.6512 0.751
O -1.9080 1.9960 2.0517 -0.340
O 0.1307 1.2669 0.8218 -0.336
C -0.3750 3.8332 0.8792 -0.226
H 0.4117 5.7376 1.6077 0.114
H -1.0066 5.0512 2.4704 0.110
H 0.9821 4.6283 3.8795 0.108
H 1.9083 4.0728 2.4852 0.125
H -0.2229 2.4844 3.9954 0.096
H 1.2627 1.9334 3.2484 0.109
H -1.1302 4.0574 0.1308 0.113
H 0.5392 3.7062 0.2777 0.092
```


# 2
ORCA calculation (ωB97M-V/def2-TZVPD) on C24H29AuNO3PS2 as an isolated structure in a non-equilibrium geometry.

Output
Energy relative to the best compared isomer or geometry (same formula, charge and spin): 1.3196 eV
Net charge: 0
Calculated total energy: -2485.87239 Ha
Spin multiplicity: 1
Gap between HOMO and LUMO: 6.0 eV

The geometry in XYZ format:
```
61
Properties=species:S:1:pos:R:3:lowdin_charge:R:1
Au 0.2366 -0.3164 -0.2630 0.735
S -0.8366 -2.1581 -1.5766 0.685
C -1.6863 -3.0402 -0.3509 -0.709
C -2.5885 -4.0256 -0.7779 -0.141
C -3.3103 -4.7770 0.1217 -0.105
C -3.1350 -4.5688 1.4892 -0.105
C -2.2372 -3.6206 1.9229 -0.142
C -1.5067 -2.8349 1.0187 -0.734
S -0.4256 -1.6505 1.6671 0.534
H -2.7091 -4.1789 -1.8443 0.096
H -4.0093 -5.5243 -0.2287 0.098
H -3.7050 -5.1431 2.2075 0.098
H -2.0769 -3.4461 2.9798 0.093
N 1.1778 1.1504 1.2620 0.029
C 2.0596 2.2264 0.8812 -0.240
C 2.7967 2.8330 1.8938 -0.036
C 3.7058 3.8374 1.6257 -0.080
C 3.9101 4.2115 0.3077 -0.071
C 3.1668 3.6201 -0.6950 -0.031
C 2.1820 2.6516 -0.4444 -0.126
C 1.3566 2.2078 -1.6012 -0.208
C 1.1297 3.1721 -2.5970 -0.063
C 0.5311 2.8664 -3.8025 -0.080
C 0.1627 1.5565 -4.0597 -0.085
C 0.2767 0.6202 -3.0445 -0.161
C 0.8189 0.9322 -1.7990 -0.231
H 1.6284 0.5763 1.9681 0.092
H 0.3092 1.4981 1.6663 0.056
H 2.6353 2.5181 2.9189 0.116
H 4.2637 4.3000 2.4280 0.105
H 4.6424 4.9667 0.0560 0.107
H 3.3469 3.9183 -1.7169 0.112
H 1.3926 4.2022 -2.3950 0.109
H 0.3686 3.6460 -4.5358 0.103
H -0.2510 1.2689 -5.0178 0.105
H -0.0832 -0.3818 -3.2344 0.026
C -5.4183 1.2950 1.9273 -0.081
C -4.1210 2.0727 2.0539 -0.320
O -3.5020 2.2782 0.7912 -0.306
P -2.0876 1.5347 0.3772 0.818
O -2.5036 0.6219 -0.8639 -0.369
C -3.2873 1.0672 -1.9813 -0.266
C -4.6600 0.4275 -1.9390 -0.060
O -1.4918 2.8010 -0.4552 -0.325
C -1.1587 4.0176 0.2042 -0.303
C -1.8633 5.1655 -0.4927 -0.062
H -5.8881 1.2345 2.9095 0.075
H -5.2332 0.2837 1.5650 0.077
H -6.1006 1.8007 1.2443 0.075
H -3.4377 1.5447 2.7285 0.102
H -4.3243 3.0606 2.4763 0.113
H -2.7444 0.7583 -2.8757 0.111
H -3.3524 2.1559 -1.9748 0.110
H -4.5607 -0.6516 -1.8210 0.081
H -5.1948 0.6341 -2.8661 0.078
H -5.2356 0.8175 -1.1003 0.060
H -0.0762 4.1513 0.1544 0.102
H -1.4525 3.9766 1.2600 0.110
H -1.6157 5.1523 -1.5539 0.076
H -1.5566 6.1195 -0.0632 0.077
H -2.9423 5.0544 -0.3904 0.076
```


Among the records above, which one has the lowest calculated total energy? C24H28O14S3Zn


Look up the calculated total energy of the second one. -2485.87239 Ha